Here is a molecular structure, C10H30ClIP3Pt at a distorted geometry from OMol25. Energies are from wB97M-V/def2-TZVPD.

## Properties
**HOMO-LUMO gap (alpha / beta)**: 6.23 / 5.52 eV
**Lowest unoccupied orbital energy (alpha / beta)**: -11.2994 / -14.7548 eV
**HOMO energy (alpha / beta)**: -0.644 / -0.745 Ha
**⟨S²⟩**: 6.02

ORCA input file:
```
! RIJCOSX wB97M-V def2-TZVPD def2/J DEFGRID3
* xyz 3 5
Pt -0.038 0.259 0.226
I 2.145 -1.078 1.649
Cl 0.665 0.009 -2.147
P -0.975 0.214 2.411
P 0.160 -2.344 -0.104
P 0.250 2.454 -0.154
C -0.021 3.455 1.284
C -2.087 -0.358 -0.266
C -2.583 1.144 2.462
C -0.969 -2.982 -1.401
C 0.036 0.848 3.792
C -1.523 -1.365 3.199
C -0.092 -3.574 1.225
C -0.921 2.930 -1.397
C 1.763 -2.883 -0.753
C 1.918 2.686 -0.648
H -2.511 2.051 1.853
H 0.580 -3.367 2.074
H -0.633 -1.981 3.360
H -0.736 3.976 -1.551
H -2.037 -1.232 4.163
H 1.724 -3.962 -0.974
H -0.743 -2.426 -2.321
H -1.142 -3.540 1.566
H 0.775 3.293 2.021
H 1.988 -2.285 -1.650
H -0.986 3.278 1.769
H -2.625 0.578 -0.019
H 0.804 0.115 4.057
H -0.782 -4.067 -1.535
H 0.117 -4.597 0.850
H 2.557 -2.692 0.007
H -2.516 -1.218 0.230
H -2.006 -2.804 -1.080
H -2.791 1.394 3.516
H -2.211 -1.843 2.497
H 2.614 2.400 0.139
H 2.122 2.079 -1.530
H -2.037 -0.419 -1.370
H 0.013 4.494 0.947
H -0.643 1.009 4.650
H -0.730 2.353 -2.282
H -3.378 0.491 2.063
H -1.926 2.757 -1.051
H 2.020 3.742 -0.882
H 0.513 1.798 3.511
*
```

natural (NBO) atomic charge list, values in e, 4 entries: Pt 0.499; I 0.599; Cl -0.404; P 1.083

***

Here is a gas-phase ion, CH5OS2 (charge -1) at a distorted geometry from OMol25. Energies are from wB97M-V/def2-TZVPD.

## Properties
**HOMO-LUMO gap**: 6.52 eV
**Lowest unoccupied orbital energy**: 3.8369 eV
**HOMO energy**: -0.099 Ha

ORCA input file:
```
! RIJCOSX wB97M-V def2-TZVPD def2/J DEFGRID3
* xyz -1 1
S -1.409 -1.924 0.127
S -0.867 0.160 -0.664
O -0.622 1.832 -1.079
C 0.659 0.143 0.471
H -0.025 1.868 -1.836
H 0.211 -0.100 1.433
H 1.162 1.102 0.302
H -0.404 -2.369 0.924
H 1.294 -0.712 0.324
*
```

natural (NBO) atomic charge list, values in e, 4 entries: S -0.651; S 0.269; O -0.994; C -0.745

***

Here is 2 unconnected molecules or ions with the total composition C2H7N2O at a distorted geometry from OMol25. Energies are from wB97M-V/def2-TZVPD.

## Properties
**HOMO-LUMO gap**: 3.12 eV
**Lowest unoccupied orbital energy**: -9.7650 eV
**HOMO energy**: -0.473 Ha

ORCA input file:
```
! RIJCOSX wB97M-V def2-TZVPD def2/J DEFGRID3
* xyz 1 1
O -0.092 -0.032 0.566
N -3.220 0.020 0.375
N 2.083 0.458 0.729
C 1.429 -0.613 -1.208
C 0.980 -0.134 0.054
H -3.444 0.682 1.129
H 2.423 -0.864 -1.443
H 1.803 0.841 1.596
H -2.214 0.025 0.261
H 0.640 -0.866 -1.879
H 3.092 0.214 0.418
H -3.480 0.269 -0.598
*
```

natural (NBO) atomic charge list, values in e, 4 entries: O -0.441; N -1.004; N -0.670; C 0.224

***

Here is a molecular structure, CH14N2O5 at a distorted geometry from OMol25. Energies are from wB97M-V/def2-TZVPD.

## Properties
**HOMO-LUMO gap**: 5.09 eV
**Lowest unoccupied orbital energy**: -4.0646 eV
**HOMO energy**: -0.336 Ha

ORCA input file:
```
! RIJCOSX wB97M-V def2-TZVPD def2/J DEFGRID3
* xyz 0 1
O -2.697 -0.360 0.254
O 0.426 -2.090 0.411
O -1.033 -0.219 1.885
O 1.962 1.062 0.785
O 1.902 -0.431 -1.165
N -0.946 0.459 -1.848
N 0.109 1.211 0.151
C 0.273 0.416 -1.046
H -0.177 -1.496 0.862
H 1.930 0.409 -0.019
H 0.310 -0.660 -0.783
H -1.456 0.155 2.667
H -3.540 -0.810 0.348
H -1.709 0.041 -1.319
H 1.167 0.794 -1.543
H 0.949 1.661 0.493
H -1.876 -0.404 1.147
H -1.134 1.391 -2.198
H 2.625 -1.070 -1.252
H -0.493 0.708 0.815
H 0.884 -1.353 -0.058
H 2.524 0.586 1.412
*
```

natural (NBO) atomic charge list, values in e, 4 entries: O -1.172; O -0.885; O -1.080; O -0.871

***

Here is C7H12 in the gas phase from OMol25. Energies are from wB97M-V/def2-TZVPD.

## Properties
**SMILES**: CC1CC2(CC2)C1
**HOMO-LUMO gap**: 10.93 eV
**Lowest unoccupied orbital energy**: 1.1673 eV
**HOMO energy**: -0.359 Ha

ORCA input file:
```
! RIJCOSX wB97M-V def2-TZVPD def2/J DEFGRID3
* xyz 0 1
C -0.299 2.105 0.909
C -1.058 1.068 1.696
C -0.250 0.666 0.505
C 0.633 -0.625 -0.977
C 0.575 -2.105 -1.315
C 0.978 -0.244 0.489
C -0.728 0.112 -0.837
H 0.583 2.555 1.361
H 0.207 -2.264 -2.335
H 1.950 0.232 0.658
H -2.143 1.051 1.623
H -0.955 0.855 -1.610
H 1.562 -2.575 -1.234
H 0.879 -1.096 1.174
H -0.670 0.794 2.674
H -1.576 -0.579 -0.752
H -0.103 -2.629 -0.629
H -0.876 2.780 0.280
H 1.292 -0.103 -1.680
*
```

natural (NBO) atomic charge list, values in e, 4 entries: C -0.410; C -0.415; C -0.060; C -0.201

***

Here is 3 unconnected molecules or ions with the total composition C20H49ClN11O3P2S at a distorted geometry from OMol25. Energies are from wB97M-V/def2-TZVPD.

## Properties
**HOMO-LUMO gap**: 4.14 eV
**Lowest unoccupied orbital energy**: -5.2379 eV
**HOMO energy**: -0.345 Ha

ORCA input file:
```
! RIJCOSX wB97M-V def2-TZVPD def2/J DEFGRID3
* xyz 1 1
Cl 0.078 4.283 -2.914
S -3.487 4.806 4.477
P 3.704 -1.282 -5.225
P -3.088 -1.124 4.982
O 2.414 3.629 3.831
O 2.938 -0.955 -3.920
O -1.794 -0.974 5.819
N -1.663 3.480 1.600
N -1.470 2.906 -0.974
N -3.038 0.471 4.479
N -4.576 -1.297 4.020
N -4.018 -1.492 6.383
N -0.698 3.828 2.529
N -3.028 3.360 1.811
N 4.585 -1.658 -6.725
N 2.770 -2.638 -5.523
N 5.181 -1.501 -4.369
N 0.580 3.475 0.398
C -3.446 4.195 2.854
C -5.689 -0.404 3.786
C -1.376 1.863 -3.409
C 5.337 -0.682 -3.152
C -3.293 -2.189 7.462
C 0.669 3.872 1.882
C 3.009 -4.049 -5.346
C -0.929 3.252 0.267
C 1.990 2.221 3.868
C 2.115 4.272 2.542
C -0.758 0.332 -3.575
C -3.761 1.649 4.889
C 5.407 -0.538 -7.182
C -2.107 0.775 3.399
C 5.000 -2.910 -7.318
C -5.075 -0.714 7.000
C 5.946 -2.718 -4.177
C 1.450 -2.396 -6.093
C -0.597 2.710 -2.195
C -4.947 -2.698 3.818
H -1.534 -0.405 -4.097
H -2.539 1.885 -3.280
H -0.428 -0.152 -2.555
H 2.910 -4.581 -6.296
H 5.831 -2.784 -8.025
H 2.597 1.709 4.758
H 5.337 -3.661 -6.606
H -5.988 0.186 4.651
H -1.831 1.835 3.361
H -0.749 4.054 3.547
H 6.400 -0.530 -2.904
H -4.051 -3.321 3.729
H 5.551 -0.553 -8.269
H 5.346 -3.531 -3.762
H 0.987 -1.508 -5.650
H -4.299 2.087 4.045
H 3.996 -4.289 -4.965
H 6.388 -0.543 -6.697
H -5.449 0.286 2.974
H 2.192 1.612 2.889
H -2.518 2.799 -0.996
H 0.857 2.212 4.216
H -2.546 0.501 2.435
H -2.740 -1.487 8.093
H -1.120 2.418 -4.420
H 6.452 -3.026 -5.088
H 4.845 -1.145 -2.291
H 2.289 -4.490 -4.644
H 4.179 -3.339 -7.897
H -3.080 2.417 5.281
H -4.501 1.471 5.662
H 2.080 5.448 2.744
H -6.594 -0.937 3.469
H 0.307 2.006 -1.866
H -3.981 -2.764 8.102
H -5.517 -2.839 2.892
H -1.173 0.216 3.517
H -5.539 -3.075 4.657
H 0.754 -3.225 -5.922
H -4.769 0.312 7.221
H 2.941 4.110 1.714
H 0.192 0.333 -4.272
H 4.919 0.414 -6.949
H 4.929 0.325 -3.297
H -5.388 -1.134 7.964
H 6.772 -2.578 -3.467
H 1.530 -2.234 -7.173
H -2.594 -2.930 7.055
H -5.989 -0.735 6.412
*
```

Mulliken atomic charge list, values in e, 4 entries: Cl -0.181; S -0.016; P 0.708; P 0.766

***

Here is a gas-phase ion, C4H8N3 (charge +1) at a distorted geometry from OMol25. Energies are from wB97M-V/def2-TZVPD.

## Properties
**HOMO-LUMO gap**: 10.01 eV
**Lowest unoccupied orbital energy**: -5.0827 eV
**HOMO energy**: -0.555 Ha

ORCA input file:
```
! RIJCOSX wB97M-V def2-TZVPD def2/J DEFGRID3
* xyz 1 1
N 2.113 0.898 0.314
N 0.830 1.072 1.882
N 0.193 -0.161 -0.298
C -1.088 -0.842 -0.004
C 0.803 0.585 0.502
C 2.115 1.150 1.662
C -2.009 -0.628 -1.205
H -1.441 -0.421 0.884
H -1.070 -1.878 0.018
H -1.591 -0.905 -2.165
H -2.246 0.545 -1.405
H 2.965 1.423 2.226
H 0.601 -0.292 -1.211
H 2.793 0.639 -0.300
H -2.968 -1.186 -0.901
*
```

natural (NBO) atomic charge list, values in e, 4 entries: N -0.636; N -0.440; N -0.430; C -0.232

***

Here is a molecular structure, C38H36Br2NO2SSb2Ti at a distorted geometry from OMol25. Energies are from wB97M-V/def2-TZVPD.

## Properties
**HOMO-LUMO gap (alpha / beta)**: 7.06 / 7.19 eV
**Lowest unoccupied orbital energy (alpha / beta)**: -6.1667 / -6.0884 eV
**HOMO energy (alpha / beta)**: -0.486 / -0.488 Ha
**⟨S²⟩**: 0.75

ORCA input file:
```
! RIJCOSX wB97M-V def2-TZVPD def2/J DEFGRID3
* xyz 2 2
Sb 2.844 -0.224 -3.311
Sb 0.697 2.041 -1.868
Br -3.441 1.271 -0.068
Br -3.115 1.197 5.529
Ti 1.346 0.042 0.248
S -0.296 -2.745 0.247
O -0.464 0.326 0.179
O 0.992 -1.910 0.023
N 0.921 -0.090 2.335
C 0.099 4.035 -4.078
C 4.031 0.477 0.937
C -0.078 -3.474 1.846
C -0.136 0.175 4.907
C 1.156 3.372 -3.445
C 0.022 -4.184 -0.733
C -2.999 1.163 2.733
C 3.662 -1.767 -0.664
C -0.389 0.297 2.526
C -2.298 0.919 3.867
C -1.244 4.214 -0.669
C 2.467 3.619 -3.853
C 5.075 -1.849 -4.540
C 3.575 0.614 -0.370
C 0.255 3.172 0.883
C -0.833 0.973 -2.922
C 4.338 -0.796 1.430
C 3.338 -0.517 -1.190
C 1.671 5.173 -5.507
C 0.800 -0.976 -3.397
C 0.362 4.931 -5.108
C 5.760 -2.967 -5.010
C -1.304 4.810 1.672
C 4.165 -1.908 0.630
C 3.927 -4.376 -4.333
C -0.193 0.058 -3.986
C -1.130 0.528 1.348
C -2.409 0.962 1.458
C 3.242 -3.261 -3.863
C 1.147 -0.249 4.709
C 3.811 -1.990 -3.959
C 5.185 -4.227 -4.907
C -0.954 0.465 3.798
C -0.278 3.910 1.933
C 1.638 -0.359 3.406
C -1.781 4.963 0.374
C 2.722 4.520 -4.881
C -0.220 3.303 -0.426
H 1.872 5.875 -6.309
H 5.532 -0.869 -4.639
H 0.840 -4.063 1.846
H 0.480 -1.274 -2.405
H 1.796 -0.488 5.541
H 2.653 -0.682 3.241
H -0.458 5.439 -5.601
H -1.385 0.393 -2.189
H -0.995 -0.476 -4.499
H -0.952 -4.097 2.052
H 4.254 1.359 1.521
H -1.724 5.403 2.478
H -0.570 -5.015 -0.339
H -2.580 5.668 0.172
H 3.553 -2.645 -1.288
H 4.779 -0.901 2.415
H -1.640 4.346 -1.668
H 3.296 3.111 -3.383
H 3.743 4.712 -5.190
H 3.475 -5.361 -4.264
H 3.545 1.599 -0.799
H 0.111 3.801 2.939
H 2.257 -3.396 -3.429
H 0.861 -1.870 -4.014
H -0.273 -3.967 -1.759
H 0.292 0.667 -4.752
H 1.077 2.508 1.107
H -4.022 1.512 2.791
H -0.533 0.291 5.908
H 6.738 -2.850 -5.464
H -1.513 1.688 -3.377
H -0.928 3.856 -3.788
H 1.091 -4.385 -0.660
H -0.028 -2.661 2.566
H 4.438 -2.889 1.002
H 5.715 -5.096 -5.282
*
```

Mulliken atomic charge list, values in e, 4 entries: Sb 1.318; Sb 0.310; Br -0.067; Br -0.148

***

Here is a molecular structure, C18H12Cl2N5O12P2RuS at a distorted geometry from OMol25. Energies are from wB97M-V/def2-TZVPD.

## Properties
**HOMO-LUMO gap (alpha / beta)**: 5.15 / 5.41 eV
**Lowest unoccupied orbital energy (alpha / beta)**: 1.7668 / -1.1679 eV
**HOMO energy (alpha / beta)**: -0.124 / -0.242 Ha
**⟨S²⟩**: 6.07

ORCA input file:
```
! RIJCOSX wB97M-V def2-TZVPD def2/J DEFGRID3
* xyz -1 5
Ru -0.902 -1.644 0.647
Cl 5.387 -3.325 -1.370
Cl 2.905 1.333 -0.354
S 2.859 5.136 -0.395
P -3.442 0.279 0.329
P -2.549 -2.201 -1.084
O 3.043 6.540 0.052
O -3.859 1.581 -0.236
O -4.581 -0.118 1.337
O -2.485 -3.031 0.207
O 0.702 -0.475 0.598
O -1.100 -1.755 -1.517
O 0.583 -1.744 2.777
O -2.084 0.017 0.949
O -3.507 -0.920 -0.936
O 2.589 4.079 0.653
O 3.784 4.587 -1.343
O -3.190 -3.110 -2.224
N -0.683 -1.886 2.550
N -4.056 -2.182 2.897
N -0.710 -1.356 5.983
N 0.597 -3.004 0.363
N -2.268 3.099 -2.003
C 2.807 -4.613 -0.146
C 0.983 4.706 -2.441
C -1.564 -1.913 3.633
C 2.938 -3.206 -0.262
C 0.204 4.966 -0.164
C -2.962 -2.089 3.344
C 4.063 -2.441 -0.695
C 1.658 -5.118 0.426
C 2.970 -0.331 -0.244
C 1.763 -1.003 0.076
C -1.213 3.934 -1.804
C 0.489 -4.352 0.512
C 1.244 4.929 -1.127
C 1.789 -2.455 0.020
C -1.030 -1.637 4.871
C -0.309 4.278 -2.816
C -0.987 4.381 -0.470
C 4.130 -1.083 -0.552
H -4.136 -3.215 -2.386
H 1.652 -6.126 0.794
H 3.689 -5.234 -0.288
H 0.386 5.421 0.842
H -0.492 -4.733 0.812
H -1.756 4.254 0.206
H 5.102 -0.615 -0.682
H -2.838 2.695 -1.230
H -0.538 4.137 -3.881
H -4.371 -0.955 1.876
H 1.782 4.764 -3.173
H -2.488 2.752 -2.933
*
```

Mulliken atomic charge list, values in e, 4 entries: Ru -0.221; Cl -0.234; Cl 0.152; S 1.239

***

Here is 2 unconnected molecules or ions with the total composition C3H9N2O at a distorted geometry from OMol25. Energies are from wB97M-V/def2-TZVPD.

## Properties
**HOMO-LUMO gap**: 9.77 eV
**Lowest unoccupied orbital energy**: -4.3221 eV
**HOMO energy**: -0.518 Ha

ORCA input file:
```
! RIJCOSX wB97M-V def2-TZVPD def2/J DEFGRID3
* xyz 1 1
O 1.117 1.911 0.815
N -0.494 0.649 -0.448
N -1.207 -0.428 -2.350
C -0.768 -0.433 -1.096
C 0.355 0.738 0.747
C 1.028 -0.547 0.969
H 0.406 -1.431 1.320
H -0.799 1.086 1.768
H 1.880 -0.508 1.677
H 1.473 -0.934 -0.012
H -0.655 -1.369 -0.755
H -0.489 1.491 -1.008
H -1.648 -1.312 -2.650
H 1.236 2.078 1.763
H -1.837 0.344 -2.656
*
```

natural (NBO) atomic charge list, values in e, 4 entries: O -0.693; N -0.515; N -0.716; C 0.408

***

Here is a molecular structure, C41H63AsGeN3ReSSi3 at a distorted geometry from OMol25. Energies are from wB97M-V/def2-TZVPD.

## Properties
**HOMO-LUMO gap**: 5.93 eV
**Lowest unoccupied orbital energy**: -6.8981 eV
**HOMO energy**: -0.472 Ha

ORCA input file:
```
! RIJCOSX wB97M-V def2-TZVPD def2/J DEFGRID3
* xyz 2 1
Re 0.053 1.195 -0.082
As 2.174 0.463 -1.174
Ge -2.869 -0.797 -1.200
S -0.742 3.310 -0.792
Si 2.368 -1.950 -1.689
Si 4.104 1.251 0.108
Si 1.895 1.852 -3.166
N 0.445 0.913 1.666
N -2.135 5.389 -0.388
N -2.344 3.643 1.242
C 3.958 3.140 0.357
C 0.715 -0.349 5.590
C -4.582 3.077 -1.559
C 0.881 1.400 3.943
C 2.455 -2.824 0.007
C -4.173 -4.094 -3.529
C -4.689 3.918 2.038
C 0.199 1.418 -3.920
C -2.110 7.603 0.673
C -3.030 -2.173 -2.629
C -1.875 4.192 0.125
C -4.546 3.338 -2.917
C 5.601 0.811 -0.983
C 3.911 -2.220 -2.785
C 2.035 3.724 -2.800
C -3.992 2.408 -3.780
C -3.932 -3.218 -2.485
C -1.085 -0.132 -0.747
C 4.027 0.244 1.723
C -3.139 -0.650 1.721
C 0.254 -0.891 3.281
C -4.988 -1.466 3.015
C -0.077 -1.926 2.262
C 1.157 2.827 3.588
C 0.499 0.469 2.920
C -4.078 1.885 -1.068
C -3.528 0.943 -1.928
C 0.979 0.971 5.247
C -5.631 -1.855 1.851
C -3.208 4.176 2.288
C -3.761 -1.071 0.551
C -3.749 -0.846 2.947
C -5.023 -1.646 0.624
C 0.743 -2.237 -2.636
C -3.505 -3.941 -4.731
C 0.366 -1.263 4.610
C 3.319 1.307 -4.294
C -2.594 -2.909 -4.881
C -2.959 6.509 0.034
C -2.362 -2.027 -3.839
C -3.491 1.216 -3.287
H -3.096 0.477 -3.968
H -5.035 3.798 -0.892
H 6.537 1.062 -0.495
H -3.742 6.179 0.714
H 2.994 0.127 2.051
H -5.453 -1.638 3.975
H -1.653 -1.222 -3.975
H 4.830 -2.140 -2.213
H -4.885 -4.895 -3.407
H -3.434 6.896 -0.871
H 3.389 -3.356 0.156
H 5.573 1.339 -1.932
H -3.009 5.241 2.411
H -3.687 -4.626 -5.545
H -0.584 1.407 -3.161
H 1.943 3.974 -1.746
H -2.164 -0.168 1.652
H 0.405 -3.266 -2.603
H -5.544 -1.916 -0.285
H -1.644 7.254 1.592
H -4.966 4.253 -3.306
H 1.654 -3.553 0.094
H 2.343 -2.095 0.807
H 2.990 4.112 -3.140
H 0.833 -1.962 -3.684
H -5.254 4.224 2.913
H 4.583 0.713 2.528
H -5.060 4.480 1.183
H 1.468 3.390 4.464
H -2.066 -2.785 -5.816
H 2.985 3.441 0.742
H 0.787 -0.660 6.621
H 0.221 0.441 -4.395
H 0.266 3.300 3.174
H 1.262 4.266 -3.339
H -4.455 -3.354 -1.552
H 4.249 1.792 -4.017
H -6.600 -2.328 1.894
H -1.336 7.943 -0.013
H -4.131 1.664 -0.008
H -0.088 2.144 -4.678
H -1.050 -2.358 2.488
H 0.639 -2.743 2.319
H -4.873 2.859 1.870
H 5.620 -0.255 -1.194
H -3.255 -0.526 3.856
H 3.112 1.567 -5.326
H -2.734 8.455 0.918
H 0.184 -2.293 4.880
H 1.946 2.885 2.837
H -0.024 -1.610 -2.170
H 4.446 -0.747 1.569
H -0.091 -1.513 1.250
H -2.149 2.646 1.332
H 4.700 3.484 1.070
H -1.611 5.587 -1.232
H 3.964 -1.502 -3.597
H -2.922 3.674 3.216
H -3.965 2.605 -4.841
H 3.476 0.233 -4.253
H 4.131 3.677 -0.573
H 1.288 1.668 6.011
H 3.892 -3.209 -3.230
*
```

Mulliken atomic charge list, values in e, 4 entries: Re -1.032; As -0.154; Ge 2.520; S -0.456